The following is a quantum chemistry calculation of C53H60N8NaOS3Sb as an isolated structure, from OMol25.

Positions of all 127 atoms, in Å:
Na (-1.194, 0.248, 0.706)
C (-4.437, 2.353, 2.973)
C (-3.608, 1.772, 2.003)
N (-2.311, 1.990, 1.928)
C (-1.743, 2.786, 2.853)
C (-2.486, 3.427, 3.854)
C (-3.870, 3.192, 3.894)
C (-1.833, 4.284, 4.805)
C (-0.499, 4.457, 4.771)
C (0.304, 3.787, 3.785)
C (1.701, 3.912, 3.755)
C (2.416, 3.239, 2.801)
C (1.716, 2.458, 1.871)
N (0.408, 2.328, 1.863)
C (-0.300, 2.967, 2.817)
H (-5.497, 2.138, 2.978)
H (-4.023, 1.092, 1.265)
H (-4.469, 3.676, 4.657)
H (-2.440, 4.785, 5.550)
H (-0.005, 5.103, 5.488)
H (2.194, 4.536, 4.492)
H (3.495, 3.304, 2.755)
H (2.250, 1.932, 1.085)
S (1.169, -1.042, 2.288)
C (2.392, -1.549, 1.308)
N (3.197, -2.599, 1.574)
C (4.228, -2.995, 0.620)
C (4.920, -1.746, 0.154)
N (3.937, -0.874, -0.476)
C (4.398, -0.140, -1.664)
C (4.525, -1.018, -2.887)
C (5.772, -1.500, -3.273)
C (5.904, -2.323, -4.384)
C (4.783, -2.663, -5.127)
C (3.535, -2.176, -4.756)
C (3.403, -1.360, -3.642)
C (2.678, -0.800, -0.007)
S (1.474, 0.043, -0.751)
C (3.009, -3.493, 2.719)
C (2.535, -4.858, 2.281)
C (3.317, -5.991, 2.455)
C (2.862, -7.234, 2.027)
C (1.619, -7.346, 1.421)
C (0.828, -6.214, 1.252)
C (1.282, -4.979, 1.685)
H (3.804, -3.539, -0.230)
H (4.928, -3.656, 1.127)
H (5.685, -1.990, -0.580)
H (5.397, -1.244, 1.001)
H (5.376, 0.275, -1.414)
H (3.704, 0.678, -1.836)
H (6.656, -1.212, -2.712)
H (6.881, -2.687, -4.676)
H (4.882, -3.299, -5.998)
H (2.657, -2.425, -5.339)
H (2.430, -0.976, -3.358)
H (2.280, -3.031, 3.379)
H (3.959, -3.565, 3.253)
H (4.291, -5.904, 2.927)
H (3.479, -8.113, 2.167)
H (1.265, -8.312, 1.083)
H (-0.148, -6.296, 0.788)
H (0.656, -4.098, 1.579)
S (-4.440, -1.483, -2.821)
C (-4.995, -0.059, -2.076)
C (-4.061, 0.461, -1.227)
C (-2.828, -0.280, -1.086)
C (-2.910, -1.373, -1.915)
C (-1.886, -2.382, -2.227)
C (-1.965, -3.191, -3.375)
C (-0.985, -4.124, -3.632)
C (0.088, -4.246, -2.756)
C (0.094, -3.415, -1.652)
N (-0.858, -2.526, -1.373)
H (-5.972, 0.335, -2.325)
H (-4.248, 1.410, -0.729)
H (-2.794, -3.069, -4.059)
H (-1.047, -4.750, -4.516)
H (0.888, -4.955, -2.924)
H (0.909, -3.469, -0.938)
C (-3.474, -0.720, 5.919)
N (-3.338, -1.384, 4.630)
C (-4.136, -2.414, 4.267)
C (-4.000, -3.028, 3.076)
C (-2.981, -2.518, 2.204)
N (-2.240, -1.470, 2.519)
C (-2.352, -0.885, 3.746)
O (-1.657, 0.042, 4.136)
N (-2.756, -3.096, 1.019)
H (-4.116, -1.322, 6.559)
H (-3.901, 0.276, 5.798)
H (-2.495, -0.607, 6.375)
H (-4.881, -2.719, 4.990)
H (-4.634, -3.854, 2.790)
H (-3.417, -3.759, 0.656)
H (-2.142, -2.619, 0.362)
C (1.043, 4.281, -3.755)
C (0.868, 3.012, -2.926)
C (0.963, 1.779, -3.831)
Sb (-0.938, 2.960, -1.669)
C (-0.718, 5.027, -0.964)
C (0.670, 5.285, -0.375)
C (-1.785, 5.368, 0.081)
C (-2.305, 3.474, -3.298)
C (-3.578, 4.146, -2.791)
C (-2.648, 2.225, -4.118)
H (2.016, 4.273, -4.261)
H (0.989, 5.193, -3.161)
H (0.280, 4.345, -4.534)
H (1.669, 2.954, -2.180)
H (0.292, 1.878, -4.687)
H (0.711, 0.851, -3.316)
H (1.979, 1.673, -4.234)
H (-0.865, 5.657, -1.846)
H (0.823, 4.687, 0.528)
H (0.777, 6.338, -0.089)
H (1.479, 5.048, -1.068)
H (-1.644, 4.770, 0.984)
H (-2.801, 5.188, -0.272)
H (-1.716, 6.423, 0.373)
H (-1.764, 4.186, -3.925)
H (-4.108, 3.509, -2.075)
H (-4.263, 4.333, -3.626)
H (-3.379, 5.105, -2.313)
H (-3.187, 1.493, -3.512)
H (-1.763, 1.728, -4.515)
H (-3.288, 2.491, -4.968)

The largest force on an atom comes out at 0.007 hartree/bohr. The value obtained for the HOMO-LUMO gap is 6.1505 eV.

***

The following is a quantum chemistry calculation of a 6-piece molecular cluster, C53H61ClN2O24PS overall in a non-equilibrium geometry, from OMol25.

Positions of all 143 atoms, in Å:
C (2.122, 1.251, -1.752)
C (1.518, 0.367, -1.250)
C (0.778, -0.718, -0.628)
C (-0.523, -0.123, -0.096)
C (-1.549, 0.323, -1.143)
C (-1.389, 1.770, -1.549)
N (-0.781, 2.031, -2.759)
O (-1.797, 2.656, -0.837)
N (0.567, -1.869, -1.528)
C (1.551, -2.693, -1.507)
P (1.463, -4.176, -2.546)
O (-0.109, -4.170, -2.766)
O (1.746, -5.390, -1.572)
S (2.500, -4.075, -4.122)
C (2.609, -2.177, -0.571)
C (3.648, -3.130, -0.011)
C (4.705, -3.495, -1.061)
C (5.757, -2.413, -1.208)
Cl (5.496, -1.425, -2.673)
C (1.681, -1.419, 0.417)
C (0.867, -2.438, 1.232)
C (0.745, -2.135, 2.742)
C (1.839, -2.758, 3.632)
C (2.273, -1.802, 4.774)
C (3.450, -0.857, 4.446)
C (4.558, -0.942, 5.498)
C (5.378, -2.234, 5.495)
C (6.148, -2.459, 4.187)
C (7.603, -2.924, 4.376)
C (8.650, -1.831, 4.193)
O (9.606, -2.235, 3.234)
C (10.407, -1.156, 2.810)
H (2.569, 2.156, -2.088)
H (-0.284, 0.714, 0.546)
H (-1.020, -0.855, 0.527)
H (-2.517, 0.228, -0.677)
H (-1.575, -0.311, -2.024)
H (-0.404, 1.203, -3.195)
H (-0.026, 2.699, -2.665)
H (-0.256, -2.076, -2.087)
H (-0.406, -5.043, -3.061)
H (2.036, -5.110, -0.693)
H (3.169, -1.505, -1.230)
H (4.155, -2.562, 0.753)
H (3.225, -4.020, 0.442)
H (5.167, -4.443, -0.823)
H (4.211, -3.594, -2.020)
H (5.793, -1.741, -0.362)
H (6.731, -2.857, -1.313)
H (2.191, -0.716, 1.057)
H (1.273, -3.440, 1.143)
H (-0.149, -2.492, 0.866)
H (-0.195, -2.607, 2.987)
H (0.682, -1.068, 2.913)
H (2.720, -3.025, 3.058)
H (1.478, -3.678, 4.078)
H (2.558, -2.421, 5.614)
H (1.402, -1.206, 5.011)
H (3.815, -1.018, 3.439)
H (3.078, 0.162, 4.477)
H (4.078, -0.847, 6.464)
H (5.248, -0.114, 5.357)
H (4.679, -3.053, 5.623)
H (6.068, -2.248, 6.328)
H (6.139, -1.535, 3.617)
H (5.631, -3.202, 3.593)
H (7.819, -3.663, 3.614)
H (7.724, -3.399, 5.340)
H (9.146, -1.625, 5.141)
H (8.195, -0.896, 3.864)
H (10.902, -0.688, 3.656)
H (11.154, -1.539, 2.130)
H (9.817, -0.408, 2.282)
C (-6.005, -2.617, -0.442)
C (-7.216, -2.712, 0.130)
C (-8.056, -1.493, 0.426)
O (-9.143, -1.681, 0.929)
C (-7.516, -0.183, 0.099)
C (-6.308, -0.098, -0.467)
C (-5.482, -1.314, -0.783)
O (-4.393, -1.136, -1.311)
O (-5.743, 1.061, -0.795)
O (-7.768, -3.858, 0.475)
H (-5.396, -3.483, -0.661)
H (-8.114, 0.690, 0.323)
H (-4.876, 0.845, -1.186)
H (-8.642, -3.640, 0.857)
C (-7.513, 4.701, -3.895)
C (-7.265, 3.911, -2.841)
C (-8.269, 3.746, -1.723)
O (-7.989, 2.996, -0.808)
C (-9.514, 4.487, -1.799)
C (-9.755, 5.280, -2.853)
C (-8.766, 5.426, -3.979)
O (-9.075, 6.153, -4.903)
O (-10.861, 5.987, -2.998)
O (-6.133, 3.233, -2.727)
H (-6.805, 4.826, -4.702)
H (-10.218, 4.373, -0.988)
H (-10.774, 6.463, -3.846)
H (-6.125, 2.718, -1.898)
C (-3.284, -5.057, 3.702)
C (-3.973, -6.210, 3.757)
C (-4.231, -7.046, 2.526)
O (-4.845, -8.080, 2.672)
C (-3.735, -6.563, 1.246)
C (-3.056, -5.413, 1.201)
C (-2.777, -4.597, 2.434)
O (-2.126, -3.571, 2.284)
O (-2.570, -4.887, 0.078)
O (-4.470, -6.703, 4.871)
H (-3.091, -4.453, 4.577)
H (-3.940, -7.157, 0.366)
H (-2.144, -4.053, 0.348)
H (-4.915, -7.541, 4.636)
C (-1.630, 6.460, -5.266)
C (-0.896, 5.634, -4.508)
C (0.196, 4.774, -5.093)
O (0.827, 4.064, -4.327)
C (0.439, 4.836, -6.517)
C (-0.297, 5.660, -7.278)
C (-1.377, 6.536, -6.692)
O (-1.979, 7.260, -7.458)
O (-0.144, 5.778, -8.582)
O (-1.064, 5.513, -3.200)
H (-2.413, 7.082, -4.857)
H (1.217, 4.208, -6.927)
H (-0.798, 6.442, -8.878)
H (-0.412, 4.858, -2.893)
C (3.298, 5.181, -0.863)
C (3.821, 5.962, 0.097)
C (2.954, 6.683, 1.100)
O (3.523, 7.348, 1.942)
C (1.515, 6.538, 1.001)
C (0.993, 5.762, 0.040)
C (1.863, 5.025, -0.948)
O (1.304, 4.326, -1.778)
O (-0.308, 5.577, -0.109)
O (5.114, 6.163, 0.246)
H (3.912, 4.665, -1.588)
H (0.902, 7.068, 1.716)
H (-0.431, 4.969, -0.861)
H (5.213, 6.766, 1.010)

Its charge is +1. The largest force on an atom comes out at 0.031 hartree/bohr. The value obtained for the HOMO-LUMO gap is 6.3960 eV.

***

The following is a quantum chemistry calculation of C53H65N7O3PSSr as an isolated structure in a non-equilibrium geometry, from OMol25.

Positions of all 131 atoms, in Å:
Sr (0.052, 0.270, -0.847)
C (-6.537, 2.969, 0.569)
C (-5.361, 2.054, 0.381)
C (-5.487, 0.771, -0.052)
C (-4.352, -0.088, -0.172)
C (-4.437, -1.444, -0.523)
N (-5.347, -2.043, -1.261)
C (-6.335, -1.441, -2.179)
C (-5.743, -0.382, -3.101)
C (-4.565, -0.868, -3.958)
N (-3.387, -0.002, -3.837)
C (-2.963, 0.780, -4.783)
C (-1.901, 1.719, -4.663)
C (-1.677, 2.585, -5.756)
C (-0.788, 3.625, -5.686)
C (-0.528, 4.555, -6.838)
C (-0.146, 3.800, -4.449)
C (-0.292, 2.964, -3.355)
C (0.484, 3.377, -2.160)
N (0.763, 2.714, -1.113)
C (1.627, 3.372, -0.129)
C (1.137, 3.213, 1.307)
C (-0.122, 3.993, 1.680)
N (-1.434, 3.502, 1.265)
C (-1.595, 2.291, 0.968)
C (-2.929, 1.732, 0.602)
C (-4.048, 2.508, 0.691)
C (-3.044, 0.375, 0.154)
O (-2.011, -0.368, -0.037)
C (-1.176, 1.848, -3.455)
O (-1.352, 1.001, -2.485)
H (-7.443, 2.535, 0.148)
H (-6.370, 3.929, 0.081)
H (-6.726, 3.168, 1.624)
H (-6.477, 0.384, -0.257)
H (-3.651, -2.098, -0.162)
H (-5.279, -3.048, -1.306)
H (-7.179, -1.047, -1.616)
H (-6.718, -2.279, -2.760)
H (-5.431, 0.495, -2.533)
H (-6.558, -0.041, -3.741)
H (-4.826, -0.897, -5.015)
H (-4.253, -1.878, -3.685)
H (-2.870, 0.086, -2.952)
H (-3.502, 0.727, -5.725)
H (-2.248, 2.428, -6.665)
H (-1.243, 4.392, -7.642)
H (0.470, 4.405, -7.250)
H (-0.607, 5.598, -6.532)
H (0.513, 4.656, -4.336)
H (0.865, 4.400, -2.251)
H (1.751, 4.435, -0.367)
H (2.620, 2.916, -0.221)
H (1.936, 3.590, 1.954)
H (1.044, 2.155, 1.576)
H (-0.021, 5.013, 1.300)
H (-0.178, 4.105, 2.767)
H (-0.782, 1.557, 1.018)
H (-3.911, 3.532, 1.026)
S (1.965, 0.048, -3.243)
C (3.636, -0.070, -3.574)
N (4.105, -1.164, -4.225)
C (5.385, -1.360, -4.628)
C (6.327, -0.416, -4.366)
C (5.912, 0.744, -3.686)
C (4.611, 0.915, -3.296)
H (3.404, -1.854, -4.468)
H (5.571, -2.282, -5.160)
H (7.344, -0.560, -4.698)
H (6.629, 1.529, -3.482)
H (4.281, 1.819, -2.805)
C (-4.179, 0.085, 4.197)
C (-3.098, 0.957, 4.218)
C (-1.867, 0.542, 3.737)
C (-1.689, -0.746, 3.231)
C (-2.770, -1.620, 3.239)
C (-4.008, -1.204, 3.713)
P (-0.029, -1.127, 2.560)
C (1.012, -0.621, 3.973)
C (0.790, -1.025, 5.293)
C (1.560, -0.524, 6.328)
C (2.550, 0.422, 6.071)
C (2.769, 0.851, 4.771)
C (2.011, 0.317, 3.731)
C (0.043, -2.939, 2.508)
C (0.953, -3.709, 3.225)
C (0.961, -5.095, 3.098)
C (0.047, -5.732, 2.274)
C (-0.875, -4.974, 1.559)
C (-0.861, -3.593, 1.665)
H (-5.140, 0.402, 4.579)
H (-3.210, 1.959, 4.610)
H (-1.031, 1.234, 3.780)
H (-2.658, -2.643, 2.902)
H (-4.837, -1.900, 3.727)
H (-0.005, -1.729, 5.514)
H (1.378, -0.845, 7.344)
H (3.124, 0.839, 6.888)
H (3.496, 1.632, 4.577)
H (2.167, 0.676, 2.718)
H (1.649, -3.236, 3.907)
H (1.669, -5.682, 3.669)
H (0.042, -6.811, 2.196)
H (-1.600, -5.462, 0.921)
H (-1.595, -3.010, 1.113)
C (2.102, -4.263, -0.721)
C (1.956, -2.906, -1.352)
O (0.929, -2.119, -0.689)
H (2.904, -4.808, -1.223)
H (1.195, -4.862, -0.819)
H (2.337, -4.196, 0.343)
H (1.709, -2.959, -2.414)
H (2.864, -2.313, -1.246)
H (0.195, -2.718, -0.497)
N (6.067, -0.508, 2.985)
C (5.138, -1.689, 3.196)
C (4.799, -2.272, 1.838)
N (4.250, -1.311, 0.894)
C (5.091, -0.139, 0.748)
C (5.451, 0.527, 2.067)
H (6.947, -0.840, 2.578)
H (6.311, -0.086, 3.882)
H (4.268, -1.280, 3.712)
H (5.657, -2.388, 3.850)
H (4.096, -3.093, 1.978)
H (5.701, -2.711, 1.395)
H (3.291, -1.079, 1.137)
H (4.608, 0.595, 0.102)
H (6.011, -0.437, 0.233)
H (4.574, 0.885, 2.603)
H (6.175, 1.335, 1.967)

Its charge is +3. The largest force on an atom comes out at 0.025 hartree/bohr. The value obtained for the HOMO-LUMO gap is 7.3126 eV. The value obtained for the energy above the lowest of the compared OMol25 structures with the same formula, charge and spin is 2.6 kcal per mole.